A cluster of 2 separate species, C3H6N2S in total at a distorted geometry. Source: OMol25; level of theory: wB97M-V/def2-TZVPD.

Geometry as XYZ:
```
12
Properties=species:S:1:pos:R:3:lowdin_charge:R:1
C 0.205 0.749 -0.009 -0.136
C -1.033 -0.029 -0.558 -0.217
C 0.999 -0.434 0.487 -0.265
N 0.344 -1.534 0.153 -0.021
N -0.846 -1.445 -0.443 0.040
S 3.686 -0.054 -0.171 -0.087
H 0.713 1.416 -0.667 0.082
H -0.020 1.339 1.022 0.162
H -1.867 0.191 0.190 0.131
H -1.416 0.152 -1.554 0.106
H 1.482 -0.310 1.356 0.024
H 0.558 -2.504 0.434 0.181
```

- Orbital gap (spin up / spin down): 6.502 / 6.880 eV
- Lowest unoccupied orbital energy (spin up / spin down): -1.58 / -1.14 eV
- E_tot: -625.404445 Eh
- HOMO energy (spin up / spin down): -8.085 / -8.016 eV

---

A cluster of 2 separate species, C3H6N2S in total at a distorted geometry. Source: OMol25; level of theory: wB97M-V/def2-TZVPD.

Geometry as XYZ:
```
12
Properties=species:S:1:pos:R:3:lowdin_charge:R:1
C -1.769 1.108 -0.305 0.049
C 1.149 0.299 -0.521 -0.363
C 0.604 -1.179 -0.320 -0.069
N -2.723 0.459 -0.100 -0.723
N 1.930 0.891 0.233 0.069
S -4.012 -0.310 0.185 0.609
H -1.013 1.563 -0.919 0.073
H 0.662 0.644 -1.408 0.061
H 1.266 -1.912 0.162 0.068
H 0.466 -1.451 -1.354 0.050
H -0.382 -1.164 0.249 0.073
H 2.358 1.840 -0.117 0.101
```

- Orbital gap: 9.097 eV
- Lowest unoccupied orbital energy: 0.28 eV
- E_tot: -625.484190 Eh
- SMILES: C#[N+][S-].[H]/N=C/C
- HOMO energy: -8.813 eV

---

The molecule C3H6N2S at a distorted geometry. Source: OMol25; level of theory: wB97M-V/def2-TZVPD.

Geometry as XYZ:
```
12
Properties=species:S:1:pos:R:3:lowdin_charge:R:1
C -1.431 -0.189 0.061 -0.179
C -0.305 0.675 -0.053 -0.162
C -1.443 -1.510 -0.157 -0.017
N 0.946 0.272 -0.037 -0.668
N 1.941 1.233 -0.131 0.017
S 1.469 -1.287 0.086 0.623
H -2.343 0.304 0.371 0.095
H -0.463 1.744 -0.088 0.122
H -2.352 -2.070 -0.005 0.057
H -0.615 -2.058 -0.557 -0.040
H 2.841 0.819 0.095 0.058
H 1.755 2.068 0.415 0.093
```

- Orbital gap: 7.830 eV
- Lowest unoccupied orbital energy: -0.08 eV
- E_tot: -625.510277 Eh
- SMILES: C=C/C=[N+](/N)[S-]
- HOMO energy: -7.907 eV

---

A cluster of 2 separate species, C3H6N2S in total at a distorted geometry. Source: OMol25; level of theory: wB97M-V/def2-TZVPD.

Geometry as XYZ:
```
12
Properties=species:S:1:pos:R:3:lowdin_charge:R:1
C -0.072 -0.677 -1.194 -0.303
C -1.313 -0.463 -1.655 -0.024
C 0.242 1.322 0.174 -0.349
H -1.010 -0.272 2.233 0.086
H 0.192 -1.628 -1.682 0.096
H -2.004 0.404 -1.469 0.047
H -1.692 -0.852 -2.592 0.054
H 0.746 1.632 1.156 0.091
H -1.153 2.016 -1.415 0.083
N 0.760 -0.050 -0.167 -0.311
N -0.438 2.234 -0.569 0.037
S 0.595 -1.105 1.561 0.492
```

- Orbital gap: 8.421 eV
- Lowest unoccupied orbital energy: -1.08 eV
- E_tot: -625.381237 Eh
- HOMO energy: -9.506 eV

---

The molecule C3H6N2S2 at a distorted geometry. Source: OMol25; level of theory: wB97M-V/def2-TZVPD.

Geometry as XYZ:
```
13
Properties=species:S:1:pos:R:3:lowdin_charge:R:1
C 1.839 0.412 -0.026 -0.115
C -0.370 -0.165 -0.087 -0.568
C -1.936 0.138 -0.158 -1.124
H 1.857 -0.370 0.892 0.098
H 2.293 0.086 -1.026 0.100
H 2.538 1.225 0.262 0.061
H -0.914 -2.038 0.029 0.057
H 0.880 -1.639 0.594 0.121
H -1.154 2.242 -0.271 -0.105
N 0.385 0.862 -0.131 -0.031
N 0.016 -1.468 -0.063 0.062
S -2.394 1.777 0.030 0.786
S -3.041 -1.062 -0.045 0.658
```

- Orbital gap: 8.338 eV
- Lowest unoccupied orbital energy: -0.72 eV
- E_tot: -1023.742772 Eh
- SMILES: C/N=C(\N)C(=S)S
- HOMO energy: -9.062 eV

---

The molecule C3H6N2S2 at a distorted geometry. Source: OMol25; level of theory: wB97M-V/def2-TZVPD.

Geometry as XYZ:
```
13
Properties=species:S:1:pos:R:3:lowdin_charge:R:1
C 0.324 -0.601 -0.039 -0.317
C 0.973 0.662 -0.040 -0.758
C 2.470 0.577 0.003 -0.109
N -0.952 -0.686 -0.063 -0.329
N -3.413 -0.466 -0.140 -0.285
S 0.068 2.019 0.144 0.725
S -1.966 0.545 0.119 0.768
H 0.729 -1.511 -0.374 0.105
H 2.825 -0.136 0.796 0.110
H 3.096 1.377 -0.001 0.035
H 2.714 -0.004 -0.875 0.079
H -3.837 -0.452 0.816 0.022
H -3.031 -1.326 -0.347 -0.047
```

- Orbital gap: 7.687 eV
- Lowest unoccupied orbital energy: -0.73 eV
- E_tot: -1023.716394 Eh
- HOMO energy: -8.414 eV

---

A cluster of 2 separate species, C3H6N2S2 in total at a distorted geometry. Source: OMol25; level of theory: wB97M-V/def2-TZVPD.

Geometry as XYZ:
```
13
Properties=species:S:1:pos:R:3:lowdin_charge:R:1
C 1.216 2.623 -0.864 -0.024
C 2.043 2.358 -1.688 -0.005
C -1.959 -1.526 0.049 -0.450
N 1.039 -0.460 -0.342 -0.617
N 0.048 0.401 -0.290 -0.458
S 1.252 -2.052 -0.030 0.544
S -1.523 0.160 -0.034 0.887
H 0.352 2.778 -0.282 0.015
H 2.714 2.241 -2.503 0.023
H -2.864 -1.697 -0.663 0.081
H -2.148 -1.840 1.050 0.021
H -1.029 -2.040 -0.203 -0.088
H 1.871 0.095 -0.652 0.070
```

- Orbital gap (spin up / spin down): 7.568 / 7.569 eV
- Lowest unoccupied orbital energy (spin up / spin down): -0.38 / -0.38 eV
- E_tot: -1023.604436 Eh
- HOMO energy (spin up / spin down): -7.948 / -7.949 eV

---

The molecule C3H6N2Si at a distorted geometry. Source: OMol25; level of theory: wB97M-V/def2-TZVPD.

Geometry as XYZ:
```
12
Properties=species:S:1:pos:R:3:lowdin_charge:R:1
C -0.223 1.199 -1.687 -0.163
C 0.373 0.769 -0.474 -0.287
C -2.288 0.249 -2.613 0.171
N -1.385 0.867 -2.157 -0.004
N -0.096 -0.228 0.151 -0.167
Si 0.528 -0.945 1.527 0.491
H 0.225 2.116 -1.970 0.093
H 1.212 1.316 -0.276 0.071
H -3.280 0.335 -2.972 0.062
H -0.815 -1.369 1.922 -0.094
H 1.414 -0.196 2.520 -0.075
H 0.845 -2.331 1.156 -0.097
```

- Orbital gap (spin up / spin down): 7.788 / 7.785 eV
- Lowest unoccupied orbital energy (spin up / spin down): -0.03 / -0.03 eV
- E_tot: -516.758987 Eh
- HOMO energy (spin up / spin down): -7.816 / -7.816 eV